Entry 1:
A molecular structure, C18H18AsF11N8S4Ti, computed with ωB97M-V/def2-TZVPD.

Properties
Kohn-Sham gap = 8.1 eV
Highest occupied orbital energy = -0.318 Ha
Total charge = 0
Max |F| = 0.90 eV/A
Energy above the lowest of the compared OMol25 structures with the same formula, charge and spin = 92.7 kJ/mol
LUMO = -0.5331 eV

Structure (XYZ):
```
61
Properties=species:S:1:pos:R:3:nbo_charge:R:1
C 3.0185 1.3453 -4.8243 0.29
C -0.6215 -2.4221 -0.0666 -0.08
C -1.2043 1.6511 4.0627 -0.42
H 0.7084 -4.8625 1.7503 0.20
H -4.5651 -1.2679 -1.0107 0.41
N -3.6559 -0.9230 -0.7621 -0.78
C -3.4307 -0.4829 0.4788 0.31
N 0.2866 -1.3410 0.3488 -0.48
N 2.0903 2.0376 2.3236 -0.80
H 2.8750 -3.9317 1.4021 0.20
F -4.4786 3.9778 0.1359 -0.59
H -0.3208 -1.4477 2.3565 0.20
F 3.8065 0.5247 -1.4182 -0.31
F -3.3721 1.9966 -0.9246 -0.61
H 3.1219 -2.1797 1.5486 0.20
H 1.2981 -0.7653 2.0899 0.20
C 0.2660 -3.8803 1.5713 -0.08
C -2.4166 0.4775 2.2154 0.13
F -2.2642 3.0091 0.8903 -0.61
C 1.8756 2.1050 -4.6484 0.27
Ti -0.9182 1.2458 -0.3593 1.14
C 1.3700 2.3178 -3.3764 0.35
F -3.4521 4.1228 -2.1672 -0.58
H 2.6880 2.6319 2.8718 0.40
S -0.9904 0.2355 -2.1683 -0.40
F -2.3302 5.2089 -0.2428 -0.58
F 1.2695 2.6392 -5.7076 -0.28
F 3.5043 1.1397 -6.0447 -0.28
F 4.7730 0.0986 -3.8685 -0.29
H 2.2666 2.0013 1.3237 0.43
C -3.5370 0.0805 2.8465 -0.42
F 0.2925 3.0873 -3.2689 -0.28
H -0.6601 -3.8065 2.1469 0.19
C 1.9631 1.7639 -2.2521 -0.28
H -1.5470 -2.3445 0.5086 0.19
H 2.2330 -0.7088 -0.0838 0.22
As -2.9761 3.6742 -0.5980 2.85
H 1.3247 -1.3384 -1.4673 0.21
C 0.8097 1.8874 2.7242 0.29
H -3.0269 -0.6069 -1.4934 0.44
H 0.9826 -3.7074 -1.6714 0.20
C -1.2824 1.1872 2.7999 0.12
N 1.1977 -2.8498 2.0316 -0.47
H 1.6543 -4.8094 -0.4542 0.20
N -0.0490 -3.7488 0.1483 -0.47
S 1.3565 1.9862 -0.6155 -0.19
S -4.5761 -0.7447 1.7376 0.43
C 3.6598 0.8145 -3.7162 0.25
C 3.1320 1.0352 -2.4567 0.38
H -1.9609 1.6447 4.8266 0.25
F -1.3416 3.1365 -1.2245 -0.59
N -2.3350 0.1557 0.8658 -0.61
C 1.2045 -3.8265 -0.6089 -0.08
N 2.1592 -2.7949 -0.2026 -0.46
C 0.6003 -1.5414 1.7739 -0.07
H -0.8538 -2.2915 -1.1245 0.22
S 0.3705 2.2887 4.3443 0.42
N -0.1531 1.3492 2.0014 -0.57
C 2.4213 -2.9538 1.2288 -0.08
H -3.8036 0.2063 3.8802 0.25
C 1.5430 -1.4862 -0.4065 -0.09
```

---

Entry 2:
A molecular structure, C18H18BCuIN4S2, computed with ωB97M-V/def2-TZVPD.

Properties
Kohn-Sham gap (alpha / beta) = 7.7 / 7.1 eV
Highest occupied orbital energy (alpha / beta) = -0.267 / -0.294 Ha
Total charge = 0
⟨S²⟩ = 0.76
Max |F| = 0.98 eV/A
Energy above the lowest of the compared OMol25 structures with the same formula, charge and spin = 6.9 kJ/mol
Spin multiplicity = 2
LUMO (alpha / beta) = 0.4446 / -0.9404 eV

Structure (XYZ):
```
45
Properties=species:S:1:pos:R:3:mulliken_spin:R:1
C -2.4263 -2.3191 3.2208 0.00
C 0.0173 5.0290 0.1219 0.00
H -0.6641 0.2178 4.3113 0.00
C -1.9478 -3.3610 2.5146 0.00
Cu 0.1211 0.2737 0.0751 0.47
H -1.6155 3.9388 -4.2812 0.00
H -1.7364 0.7437 3.0066 0.00
C 1.1614 -2.5135 -0.5422 -0.01
C 2.7540 -1.2910 -2.0128 0.00
H 4.3407 -3.1286 -0.5972 0.00
N -1.4628 -1.3354 3.1595 0.00
H -2.4199 -0.0385 4.4502 0.00
S 0.9952 -0.8232 2.1121 0.08
H 0.5899 -4.9157 1.9598 0.00
I 0.7201 2.4719 1.4868 0.11
H -0.4687 6.9193 -0.8150 0.00
C -0.4115 -1.7777 2.4222 -0.01
H 2.8511 -4.6498 1.1645 0.00
C -0.4045 1.5720 -1.3760 0.23
C 3.2874 -3.1383 -0.3832 0.01
H 3.8311 -1.3242 -2.1539 0.00
C -1.2492 1.9357 -3.6479 0.02
C -0.4091 2.9998 -1.2143 -0.06
N 1.2400 -3.4888 0.3670 0.01
C 2.5534 -3.8815 0.4752 0.00
N -0.7008 -3.0255 2.0311 0.01
H -2.3836 -4.3210 2.3052 0.00
C -0.8102 1.0945 -2.5946 0.00
H -0.8037 0.0300 -2.7843 0.01
C 0.0252 3.6777 -0.0466 -0.02
H -3.3511 -2.1838 3.7519 0.00
N 2.4050 -2.2860 -1.0094 0.01
C -0.8545 3.8542 -2.2619 0.00
C -1.2791 3.2833 -3.4864 -0.01
H 2.2498 -1.5058 -2.9518 0.00
H -0.7295 -4.6358 0.4618 0.00
H 0.3667 5.4778 1.0418 -0.01
H -1.2246 5.8721 -2.9136 0.00
S -0.2361 -1.6111 -1.0375 0.16
C -1.5747 -0.0186 3.7665 0.00
B 0.0826 -4.1198 1.1957 0.00
C -0.4527 5.8436 -0.9331 0.00
H -1.5638 1.4936 -4.5859 0.00
C -0.8708 5.2621 -2.0905 0.00
H 2.4589 -0.2971 -1.6820 0.00
```

---

Entry 3:
3 unconnected molecules or ions with the total composition C18H18BrF2I2O, computed with ωB97M-V/def2-TZVPD.

Properties
Kohn-Sham gap = 5.2 eV
Highest occupied orbital energy = -0.113 Ha
Total charge = -1
Max |F| = 0.57 eV/A
LUMO = 2.1676 eV

Structure (XYZ):
```
42
Properties=species:S:1:pos:R:3:nbo_charge:R:1
H 2.2378 -4.5260 -0.3973 0.20
H -0.0743 -5.2145 -3.6783 0.20
H -1.9169 8.0900 4.3956 0.21
H 3.2474 -0.0716 -0.8258 0.23
H -0.3772 1.0268 1.1222 0.23
C 1.2735 -6.1803 -1.3071 -0.38
C 2.5471 0.7066 -0.5555 -0.28
C -1.8739 7.1385 3.8820 -0.19
O -1.9642 -6.5182 -1.6295 -0.50
I -1.1694 -1.8510 -3.0322 -0.16
H 1.8054 -6.2063 -2.2559 0.21
C 0.7290 -3.7031 -1.6803 -0.48
H 0.5928 -4.7973 0.1810 0.22
H -2.7966 3.9044 4.2506 0.22
C -1.7625 4.6932 2.5559 -0.28
C 0.4889 1.3326 0.5510 -0.28
C -2.4266 6.0072 4.4651 -0.23
C -0.7351 -3.8083 -2.0681 -0.39
H 0.8713 -2.7598 -1.1528 0.22
H -0.0431 3.4021 0.4157 0.21
H -2.9010 6.0732 5.4349 0.21
H 1.9375 4.0232 -0.9109 0.21
H 1.4256 -3.6802 -2.5484 0.14
C 1.4321 0.3897 0.1941 0.41
H -1.6270 -4.4762 -3.9495 0.27
H -0.8240 7.9274 2.1630 0.23
C -1.2633 7.0614 2.6386 -0.29
C 1.2216 -4.7885 -0.7125 -0.43
C -1.2220 5.8370 2.0026 0.40
C -1.6765 -6.0914 -2.6810 0.61
F -0.6287 5.7640 0.7923 -0.33
C 1.7973 2.9971 -0.5976 -0.23
H -1.7117 3.7528 2.0252 0.23
C -2.3688 4.7901 3.8002 -0.19
F 1.2599 -0.8811 0.5963 -0.32
C -0.9756 -4.8371 -3.1488 -0.65
C 2.7238 2.0252 -0.9493 -0.20
Br 2.2657 -7.4229 -0.1480 -0.09
H 3.5891 2.2905 -1.5430 0.21
C 0.6809 2.6463 0.1493 -0.20
H 0.2996 -6.6482 -1.4068 0.22
I -2.0879 -7.4173 -4.4368 -0.20
```

---

Entry 4:
A molecular structure, C18H18CdCl6NSi, computed with ωB97M-V/def2-TZVPD.

Properties
Kohn-Sham gap = 6.8 eV
Highest occupied orbital energy = -0.157 Ha
Total charge = -1
Max |F| = 0.65 eV/A
Energy above the lowest of the compared OMol25 structures with the same formula, charge and spin = 82.4 kJ/mol
LUMO = 2.5077 eV

Structure (XYZ):
```
45
Properties=species:S:1:pos:R:3:nbo_charge:R:1
C 0.7748 -1.1707 3.2723 -0.20
H 1.9120 -2.6184 4.3840 0.21
H 0.7482 0.0696 -2.7442 0.23
Cl -2.2839 -5.4804 -2.0895 0.02
C -2.7396 -4.0443 -1.2390 -0.10
C 0.7508 0.0745 2.6112 -0.02
C 3.1011 0.3302 3.2347 -0.23
H -1.3502 0.1142 2.3103 0.21
H 4.0138 0.9124 3.2328 0.22
H 1.6862 2.7058 -4.4757 0.22
N 2.3432 -1.8667 0.3982 -0.71
H 1.1357 4.2947 -3.9335 0.22
H -0.6909 4.5793 -1.4933 0.22
C -2.1345 -1.8498 -0.3194 -0.45
C 1.9164 -1.6603 3.8787 -0.26
H 2.8728 2.2461 -1.6808 0.23
H -0.0050 3.1647 -4.6724 0.22
Cl 4.5295 -1.5225 4.6236 -0.06
C 3.0821 -0.9103 3.8513 -0.09
H 1.9799 1.7747 2.1378 0.21
C -0.9519 3.5200 -1.5658 -1.11
C -3.4489 -1.7520 0.1130 -0.08
H -1.8504 3.4393 -2.1836 0.23
H 2.2468 3.8029 -1.1236 0.22
C -0.4298 0.5408 1.9197 -0.95
H -0.9360 0.5630 -2.9566 0.22
C -0.0439 0.7069 -2.3379 -1.54
H -1.2064 3.1649 -0.5638 0.23
C -4.4081 -2.7387 -0.0955 -0.10
C 2.0488 -0.8134 0.0048 0.26
C 1.9544 0.8091 2.6297 -0.23
H -0.1320 -1.7659 3.2881 0.20
Cl -6.0290 -2.5534 0.4771 0.02
H 1.8626 2.3142 -0.2411 0.23
Cl -0.1879 -3.2214 -1.5642 -0.02
C -1.8254 -3.0256 -0.9968 -0.08
Cd -0.4746 -0.1328 -0.3109 1.43
Si 0.4590 2.4809 -2.2987 1.64
C 2.0065 2.7422 -1.2359 -1.11
C -4.0461 -3.8957 -0.7809 -0.09
H 2.5134 -2.7570 0.8121 0.45
H -0.4938 1.6259 1.8387 0.20
C 0.8567 3.2395 -4.0036 -1.11
Cl -5.2096 -5.1392 -1.0605 0.02
Cl -3.9170 -0.2973 0.9488 -0.01
```

---

Entry 5:
A molecular structure, C18H18Cl5S3Ti, computed with ωB97M-V/def2-TZVPD.

Properties
Kohn-Sham gap = 5.2 eV
Highest occupied orbital energy = -0.646 Ha
Total charge = +3
Max |F| = 0.92 eV/A
Energy above the lowest of the compared OMol25 structures with the same formula, charge and spin = 100.4 kJ/mol
LUMO = -12.3541 eV

Structure (XYZ):
```
45
Properties=species:S:1:pos:R:3:nbo_charge:R:1
H -3.0610 1.0413 -2.9711 0.28
H -0.2073 3.8957 0.2827 0.27
C 0.1173 -4.0521 -0.2068 -0.14
C -1.2119 2.3801 1.4735 -0.55
C 3.5201 -0.1251 0.4278 -0.19
Cl 0.3408 -5.6112 -2.3718 0.26
Ti 1.0751 0.1754 0.2565 1.31
C 2.2354 0.0917 2.4700 -0.21
H -2.4611 -1.2457 1.6527 0.27
S 0.0415 2.0190 -1.0741 0.35
H 1.5506 2.0768 2.9451 0.28
H -3.2320 0.2852 2.0450 0.27
C -2.5827 1.5912 -2.1579 -0.57
S -3.6023 1.4860 -0.6669 0.27
C -1.1672 1.0467 -2.0792 -0.49
Cl 1.5052 -3.1135 -3.8892 0.18
C 2.0562 1.4601 2.2139 -0.16
H -2.7148 -0.7696 -0.8088 0.23
C 2.9628 -0.7068 1.5745 -0.21
S -1.0032 0.5866 1.6014 0.34
C 2.5859 2.0316 1.0527 -0.22
H 1.8362 -0.3439 3.3773 0.30
C 0.2433 -2.8361 0.4503 0.07
H 3.7531 1.6795 -0.7281 0.30
C -0.8553 3.0316 0.1319 -0.55
Cl -0.0865 -2.7346 2.1334 0.14
H -2.2507 2.5792 1.7341 0.30
C 0.9852 -3.0295 -2.2811 -0.11
H -2.6030 2.6416 -2.4539 0.27
C -3.2704 -0.1889 -0.0750 -0.58
H 2.4850 3.0938 0.8685 0.29
C 0.4755 -4.1482 -1.5768 0.01
H -1.1684 0.0252 -1.7124 0.22
C -2.6223 -0.2271 1.2968 -0.48
H -0.7060 1.0555 -3.0658 0.27
H -4.2309 -0.6965 0.0372 0.29
H -0.5937 2.7898 2.2708 0.25
Cl 1.7555 -0.4023 -2.2767 0.19
H -1.7416 3.3817 -0.3922 0.29
H 3.1363 -1.7514 1.7957 0.30
H 4.1175 -0.7264 -0.2456 0.30
C 1.0544 -1.8606 -1.5800 -0.02
C 3.3156 1.2341 0.1566 -0.22
Cl -0.4339 -5.4217 0.6186 0.19
C 0.6578 -1.6882 -0.2535 -0.59
```